Record 1
A cluster of 3 separate species, C2H6O4S2 in total, computed with the ωB97M-V functional and the def2-TZVPD basis.

Structure (ORCA input):
```
! wB97M-V def2-TZVPD RIJCOSX def2/J DEFGRID3
* xyz 0 1
C -0.3930 1.9333 0.6546
C -1.6723 -1.7215 -0.2045
O -0.3742 1.0172 1.4029
O -0.5051 1.9401 -0.6604
O -1.7708 -1.7668 1.0532
O -1.0640 -0.8493 -0.8299
S 1.8335 -0.5335 -1.3129
S 3.1259 -0.7393 0.3155
H -0.2095 3.0124 1.1777
H -2.1067 -2.5588 -0.7565
H 2.4063 0.3231 0.8190
H -0.9253 1.0727 -1.0318
H -1.1929 -1.0673 1.4592
H 2.8482 -0.0624 -2.0861
*
```

Values from the calculation:
- HOMO energy (Ha) = -0.33066
- energy above the lowest of the compared OMol25 structures with the same formula, charge and spin (kcal per mole) = 2.5
- E_LUMO (eV) = 0.458
- structure (SMILES) = O=CO.O=CO.SS
- gap between HOMO and LUMO (eV) = 9.46



Record 2
A cluster of 2 separate species, C4H10NO2S in total, computed with the ωB97M-V functional and the def2-TZVPD basis.

Structure (ORCA input):
```
! wB97M-V def2-TZVPD RIJCOSX def2/J DEFGRID3
* xyz 1 1
C 0.2802 1.2456 -0.2326
C 2.8043 1.1938 -2.3776
C -3.0270 -1.7079 2.5910
C 2.0627 2.3315 -1.6730
N 1.1036 1.7594 -0.8077
O -0.9471 -0.4603 1.3620
O -1.2017 -2.9545 1.0812
S -2.0539 -1.4562 1.0395
H -0.3498 0.4010 0.5658
H -1.8629 -3.6140 0.8688
H 2.6503 1.1120 -3.4423
H 3.8662 1.1322 -2.2873
H 2.3003 0.2993 -2.0126
H -3.6003 -0.7688 2.8254
H -3.8294 -2.4216 2.3276
H -2.4277 -2.1280 3.4940
H 1.4954 3.1069 -2.3422
H 2.7368 2.9296 -0.9801
*
```

Values from the calculation:
- HOMO energy (Ha) = -0.52828
- energy above the lowest of the compared OMol25 structures with the same formula, charge and spin (kcal per mole) = 67.3
- E_LUMO (eV) = -2.889
- gap between HOMO and LUMO (eV) = 11.49



The lowest E_LUMO belongs to which entry?
C4H10NO2S



What is the energy above the lowest of the compared OMol25 structures with the same formula, charge and spin in the second record?
67.3 kcal per mole



energy above the lowest of the compared OMol25 structures with the same formula, charge and spin of number 1 (C2H6O4S2)?
2.5 kcal per mole